1.
An isolated ion of composition C12H20F9N4S and charge +1, computed with ωB97M-V/def2-TZVPD.

Last columns: bonded neighbours and bond lengths (Å).
Positions of all 46 atoms, in Å:
1 C -1.61 0.21 4.81  C2 1.540, H27 1.089, H28 1.084, H29 1.088
2 C -0.59 0.93 3.91  C1 1.540, N3 1.475, H30 1.084, H31 1.093
3 N 0.36 -0.01 3.29  C2 1.475, C4 1.377, H32 1.010
4 C -0.09 -0.71 2.19  N3 1.377, N5 1.371, C24 1.381
5 N -1.41 -0.81 1.85  C4 1.371, C6 1.339, H33 1.007
6 C -1.53 -1.58 0.76  N5 1.339, N7 1.319, H34 1.074
7 N -0.32 -1.97 0.39  C6 1.319, C8 1.480, C24 1.388
8 C -0.03 -2.83 -0.78  N7 1.480, C9 1.524, H35 1.086, H36 1.088
9 C -0.69 -2.29 -2.04  C8 1.524, C10 1.542, H37 1.089, H38 1.089
10 C -0.08 -0.94 -2.46  C9 1.542, C11 1.541, H39 1.081, H40 1.087
11 C -1.09 0.22 -2.49  C10 1.541, C12 1.527, H41 1.087, H42 1.086
12 C -0.81 1.37 -1.53  C11 1.527, F13 1.360, F14 1.367, C15 1.562
13 F 0.11 1.05 -0.58  C12 1.360
14 F -1.96 1.65 -0.84  C12 1.367
15 C -0.42 2.74 -2.19  C12 1.562, F16 1.327, F17 1.331, S18 1.903
16 F -1.25 2.96 -3.20  C15 1.327
17 F -0.60 3.70 -1.28  C15 1.331
18 S 1.37 2.90 -2.80  C15 1.903, F19 1.575, F20 1.582, F21 1.600, F22 1.583, F23 1.566
19 F 1.22 4.47 -2.84  S18 1.575
20 F 1.86 2.95 -1.30  S18 1.582
21 F 1.54 1.31 -2.80  S18 1.600
22 F 0.91 2.81 -4.32  S18 1.583
23 F 2.86 3.02 -3.27  S18 1.566
24 C 0.62 -1.45 1.27  C4 1.381, N7 1.388, C25 1.488
25 C 2.08 -1.72 1.22  C24 1.488, N26 1.469, H43 1.091, H44 1.092
26 N 2.78 -1.00 0.14  C25 1.469, H45 1.009, H46 1.009
27 H -1.41 -0.86 4.79  C1 1.089
28 H -1.51 0.53 5.84  C1 1.084
29 H -2.63 0.35 4.48  C1 1.088
30 H 0.00 1.61 4.51  C2 1.084
31 H -1.09 1.53 3.15  C2 1.093
32 H 1.24 0.44 3.09  N3 1.010
33 H -2.20 -0.40 2.33  N5 1.007
34 H -2.45 -1.85 0.27  C6 1.074
35 H -0.32 -3.86 -0.56  C8 1.086
36 H 1.05 -2.79 -0.90  C8 1.088
37 H -1.77 -2.21 -1.90  C9 1.089
38 H -0.55 -3.04 -2.82  C9 1.089
39 H 0.75 -0.73 -1.79  C10 1.081
40 H 0.37 -1.05 -3.44  C10 1.087
41 H -2.07 -0.15 -2.21  C11 1.087
42 H -1.19 0.59 -3.51  C11 1.086
43 H 2.49 -1.45 2.19  C25 1.091
44 H 2.23 -2.80 1.13  C25 1.092
45 H 3.63 -0.58 0.48  N26 1.009
46 H 2.20 -0.27 -0.24  N26 1.009

E_HOMO ... -0.4449 Ha
Relative energy (zero: lowest compared OMol25 entry of this formula, charge and spin) ... 0.00 kJ/mol
DFT total energy ... -54014.43630 eV
Charge ... +1
Gap between HOMO and LUMO ... 9.5 eV

=====

2.
A 2-piece molecular cluster, C12H20N overall, computed with ωB97M-V/def2-TZVPD.

Last columns: bonded neighbours and bond lengths (Å).
Positions of all 33 atoms, in Å:
1 C 3.68 0.54 0.24  C2 1.393, C3 1.386, H14 1.077
2 C 3.29 -0.65 -0.36  C1 1.393, C4 1.369, H15 1.079
3 C 2.70 1.49 0.47  C1 1.386, C5 1.377, H16 1.080
4 C 1.97 -0.87 -0.66  C2 1.369, N13 1.371, H17 1.076
5 C 1.39 1.23 0.13  C3 1.377, N13 1.363, H18 1.074
6 C -1.35 0.81 1.47  C11 1.538, H19 1.086, H20 1.087, H21 1.087
7 C -1.67 1.82 -0.85  C11 1.553, H22 1.086, H23 1.085, H24 1.088
8 C -2.80 -0.30 -0.18  C11 1.540, H25 1.087, H26 1.086, H27 1.085
9 C -0.62 -1.22 -1.74  C12 1.491, H28 1.088, H29 1.090, H30 1.088
10 C 0.23 -2.02 1.65  H31 1.071, H32 1.069, H33 1.077
11 C -1.49 0.51 -0.03  C6 1.538, C7 1.553, C8 1.540, C12 1.506
12 C -0.35 -0.28 -0.61  C9 1.491, C11 1.506, N13 1.385
13 N 0.98 0.04 -0.39  C4 1.371, C5 1.363, C12 1.385
14 H 4.71 0.72 0.51  C1 1.077
15 H 4.01 -1.42 -0.58  C2 1.079
16 H 2.94 2.45 0.90  C3 1.080
17 H 1.66 -1.82 -1.07  C4 1.076
18 H 0.65 2.01 0.24  C5 1.074
19 H -0.34 1.07 1.78  C6 1.086
20 H -2.00 1.64 1.73  C6 1.087
21 H -1.67 -0.05 2.04  C6 1.087
22 H -2.70 2.15 -0.75  C7 1.086
23 H -1.04 2.62 -0.50  C7 1.085
24 H -1.47 1.65 -1.90  C7 1.088
25 H -2.67 -1.31 0.19  C8 1.087
26 H -3.57 0.19 0.41  C8 1.086
27 H -3.15 -0.34 -1.21  C8 1.085
28 H 0.22 -1.29 -2.42  C9 1.088
29 H -0.88 -2.22 -1.40  C9 1.090
30 H -1.48 -0.86 -2.31  C9 1.088
31 H -0.71 -2.26 2.09  C10 1.071
32 H 0.87 -1.33 2.16  C10 1.069
33 H 0.66 -2.71 0.95  C10 1.077

E_HOMO (spin up / spin down) ... -0.4278 / -0.4558 Ha
Relative energy (zero: lowest compared OMol25 entry of this formula, charge and spin) ... 268.15 kJ/mol
DFT total energy ... -14249.03229 eV
Charge ... +1
Gap between HOMO and LUMO (spin up / spin down) ... 7.7 / 7.4 eV

=====

3.
One molecule with the formula C12H20N2 at a distorted geometry, computed with ωB97M-V/def2-TZVPD.

Last columns: bonded neighbours and bond lengths (Å).
Positions of all 34 atoms, in Å:
1 C -0.78 -0.64 -3.41  C2 1.343, H15 1.091, H16 1.079
2 C -1.20 0.37 -2.63  C1 1.343, C3 1.308
3 C -1.54 1.32 -1.80  C2 1.308, C4 1.536, H17 1.084
4 C -0.72 2.52 -1.30  C3 1.536, N5 1.473, H18 1.039, H19 1.108
5 N 0.12 2.41 -0.10  C4 1.473, C6 1.433, H20 1.111
6 C -0.43 2.66 1.20  N5 1.433, C7 1.565, H21 1.105, H22 1.151
7 C -1.48 1.61 1.70  C6 1.565, C8 1.511, H23 1.152, H24 1.141
8 C -0.94 0.22 1.47  C7 1.511, C9 1.520, H25 1.115, H26 1.142
9 C 0.26 -0.11 2.34  C8 1.520, N10 1.536, H27 1.181, H28 1.094
10 N 0.77 -1.53 2.02  C9 1.536, C11 1.483, H29 1.036
11 C 1.59 -1.38 0.80  N10 1.483, C12 1.489, H30 1.076, H31 1.193
12 C 2.23 -2.67 0.40  C11 1.489, C13 1.319, H32 1.109
13 C 1.92 -3.09 -0.81  C12 1.319, C14 1.365
14 C 1.50 -3.51 -2.04  C13 1.365, H33 1.119, H34 1.153
15 H -0.23 -1.41 -2.85  C1 1.091
16 H -0.73 -0.80 -4.47  C1 1.079
17 H -2.53 1.24 -1.36  C3 1.084
18 H -1.32 3.33 -1.04  C4 1.039
19 H -0.16 3.00 -2.12  C4 1.108
20 H 0.64 1.44 -0.01  N5 1.111
21 H -0.93 3.64 1.11  C6 1.105
22 H 0.37 2.80 2.02  C6 1.151
23 H -1.78 1.54 2.81  C7 1.152
24 H -2.43 1.73 1.09  C7 1.141
25 H -1.58 -0.63 1.81  C8 1.115
26 H -0.99 -0.17 0.40  C8 1.142
27 H 1.27 0.48 2.23  C9 1.181
28 H -0.01 0.08 3.39  C9 1.094
29 H 0.06 -2.28 2.00  N10 1.036
30 H 1.18 -0.92 -0.08  C11 1.076
31 H 2.40 -0.57 1.14  C11 1.193
32 H 2.58 -3.27 1.27  C12 1.109
33 H 0.56 -4.04 -2.32  C14 1.119
34 H 2.31 -3.38 -2.85  C14 1.153

E_HOMO ... -0.3185 Ha
Relative energy (zero: lowest compared OMol25 entry of this formula, charge and spin) ... 673.58 kJ/mol
DFT total energy ... -15742.20645 eV
Gap between HOMO and LUMO ... 9.6 eV

=====

4.
One molecule with the formula C12H20N4O3 at a distorted geometry, computed with ωB97M-V/def2-TZVPD.

Last columns: bonded neighbours and bond lengths (Å).
Positions of all 39 atoms, in Å:
1 C -0.82 3.22 -0.42  C2 1.506, H20 1.109, H21 1.064, H22 1.038
2 C -0.96 1.77 -0.03  C1 1.506, C3 1.515, C4 1.618, H23 1.081
3 C -1.06 1.82 1.49  C2 1.515, H24 1.120, H25 1.115, H26 1.102
4 C -2.23 1.06 -0.73  C2 1.618, C5 1.544, H27 1.143, H28 1.149
5 C -1.89 -0.44 -0.60  C4 1.544, N6 1.406, C17 1.557, H29 1.074
6 N -0.92 -1.05 -1.41  C5 1.406, C7 1.309, H30 1.000
7 C 0.27 -1.45 -1.04  N6 1.309, O8 1.242, C9 1.509
8 O 1.18 -1.59 -1.87  C7 1.242
9 C 0.42 -1.69 0.44  C7 1.509, N10 1.492, C11 1.643, H31 1.106
10 N -0.55 -2.53 1.20  C9 1.492, H32 1.125, H33 0.981
11 C 1.97 -2.11 0.77  C9 1.643, C12 1.423, H34 1.074, H35 1.051
12 C 2.79 -1.00 0.42  C11 1.423, C13 1.376, N16 1.342
13 C 4.06 -1.01 -0.11  C12 1.376, N14 1.388, H36 1.044
14 N 4.24 0.23 -0.70  C13 1.388, C15 1.365, H37 1.035
15 C 3.10 0.93 -0.42  N14 1.365, N16 1.239, H38 1.024
16 N 2.32 0.24 0.26  C12 1.342, C15 1.239
17 C -3.24 -1.21 -0.45  C5 1.557, O18 1.208, O19 1.439
18 O -3.79 -1.63 -1.44  C17 1.208
19 O -3.74 -1.41 0.89  C17 1.439, H39 1.018
20 H 0.08 3.71 0.01  C1 1.109
21 H -1.65 3.85 -0.22  C1 1.064
22 H -0.61 2.99 -1.41  C1 1.038
23 H -0.12 1.33 -0.55  C2 1.081
24 H -0.53 2.77 1.74  C3 1.120
25 H -2.14 1.96 1.69  C3 1.115
26 H -0.48 0.96 1.86  C3 1.102
27 H -3.15 1.53 -0.26  C4 1.143
28 H -2.34 1.29 -1.85  C4 1.149
29 H -1.34 -0.48 0.32  C5 1.074
30 H -0.96 -1.11 -2.41  N6 1.000
31 H 0.36 -0.67 0.86  C9 1.106
32 H -0.72 -2.03 2.19  N10 1.125
33 H -1.38 -2.38 0.69  N10 0.981
34 H 1.82 -2.45 1.78  C11 1.074
35 H 2.24 -3.00 0.28  C11 1.051
36 H 4.72 -1.79 -0.33  C13 1.044
37 H 5.09 0.52 -1.21  N14 1.035
38 H 2.94 1.86 -0.82  C15 1.024
39 H -3.00 -0.98 1.42  O19 1.018

E_HOMO ... -0.3120 Ha
Relative energy (zero: lowest compared OMol25 entry of this formula, charge and spin) ... 437.61 kJ/mol
DFT total energy ... -24868.75952 eV
Gap between HOMO and LUMO ... 8.9 eV

=====

5.
A 2-piece molecular cluster, C12H20N4O3S overall at a distorted geometry, computed with ωB97M-V/def2-TZVPD.

Last columns: bonded neighbours and bond lengths (Å).
Positions of all 40 atoms, in Å:
1 C -2.39 -2.45 -4.43  N2 1.461, H13 1.091, H14 1.092, H15 1.092
2 N -1.96 -1.79 -3.20  C1 1.461, C3 1.339, H16 1.008
3 C -0.68 -1.66 -2.84  N2 1.339, O4 1.227, C5 1.534
4 O 0.24 -2.09 -3.53  C3 1.227
5 C -0.40 -0.92 -1.53  C3 1.534, N6 1.476, C10 1.536, H17 1.089
6 N 0.60 -1.60 -0.68  C5 1.476, C7 1.331, H18 1.009
7 C 0.41 -2.66 0.10  N6 1.331, C8 1.517, O9 1.222
8 C -0.92 -3.38 0.08  C7 1.517, H19 1.088, H20 1.089, H21 1.088
9 O 1.31 -3.05 0.83  C7 1.222
10 C 0.04 0.53 -1.80  C5 1.536, C11 1.531, O12 1.411, H22 1.091
11 C -0.88 1.30 -2.75  C10 1.531, H23 1.091, H24 1.090, H25 1.090
12 O 0.02 1.24 -0.58  C10 1.411, H26 0.967
13 H -3.48 -2.48 -4.49  C1 1.091
14 H -2.01 -1.91 -5.30  C1 1.092
15 H -2.00 -3.47 -4.47  C1 1.092
16 H -2.67 -1.40 -2.60  N2 1.008
17 H -1.34 -0.86 -0.97  C5 1.089
18 H 1.54 -1.23 -0.68  N6 1.009
19 H -1.13 -3.74 -0.92  C8 1.088
20 H -0.86 -4.24 0.76  C8 1.089
21 H -1.71 -2.71 0.42  C8 1.088
22 H 1.06 0.53 -2.20  C10 1.091
23 H -0.55 2.33 -2.80  C11 1.091
24 H -0.83 0.87 -3.75  C11 1.090
25 H -1.90 1.26 -2.38  C11 1.090
26 H 0.64 0.84 0.05  O12 0.967
27 H 1.96 -0.57 2.41  N28 1.017
28 N 1.84 0.43 2.27  H27 1.017, C29 1.290
29 C 1.63 1.16 3.31  N28 1.290, N30 1.359, C31 1.462
30 N 1.64 0.48 4.49  C29 1.359, H36 1.013, H37 1.012
31 C 1.41 2.60 3.26  C29 1.462, C32 1.464, C35 1.377
32 C 0.87 3.41 4.35  C31 1.464, C33 1.373, H38 1.086
33 C 0.75 4.74 4.01  C32 1.373, S34 1.757, H39 1.085
34 S 1.30 5.07 2.38  C33 1.757, C35 1.756
35 C 1.68 3.37 2.15  C31 1.377, S34 1.756, H40 1.086
36 H 1.71 1.04 5.33  N30 1.013
37 H 2.06 -0.44 4.48  N30 1.012
38 H 0.57 3.01 5.31  C32 1.086
39 H 0.36 5.50 4.68  C33 1.085
40 H 2.07 2.96 1.22  C35 1.086

E_HOMO ... -0.3241 Ha
Relative energy (zero: lowest compared OMol25 entry of this formula, charge and spin) ... 0.00 kJ/mol
DFT total energy ... -35707.25690 eV
Gap between HOMO and LUMO ... 9.5 eV

=====

6.
A 2-piece molecular cluster, C12H20O overall at a distorted geometry, computed with ωB97M-V/def2-TZVPD.

Last columns: bonded neighbours and bond lengths (Å).
Positions of all 33 atoms, in Å:
1 C 2.98 3.25 1.89  C2 1.690, H10 1.021, H11 1.055, H12 1.064
2 C 2.04 2.53 3.09  C1 1.690, C3 1.545, H13 1.109, H14 1.138
3 C 0.86 1.94 2.29  C2 1.545, C4 1.418, C9 1.401
4 C 1.01 1.88 0.88  C3 1.418, C5 1.375, H15 1.096
5 C -0.01 1.42 0.09  C4 1.375, C6 1.382, H16 1.099
6 C -1.18 0.94 0.65  C5 1.382, O7 1.385, C8 1.324
7 O -2.20 0.34 -0.07  C6 1.385, H17 0.958
8 C -1.44 1.07 1.94  C6 1.324, C9 1.468, H18 1.109
9 C -0.36 1.51 2.84  C3 1.401, C8 1.468, H19 1.039
10 H 2.60 4.15 1.62  C1 1.021
11 H 3.27 2.46 1.25  C1 1.055
12 H 3.83 3.63 2.41  C1 1.064
13 H 2.63 1.71 3.53  C2 1.109
14 H 1.91 3.23 3.98  C2 1.138
15 H 2.00 1.96 0.40  C4 1.096
16 H 0.18 1.41 -0.99  C5 1.099
17 H -2.64 1.07 -0.51  O7 0.958
18 H -2.42 0.86 2.42  C8 1.109
19 H -0.59 1.75 3.82  C9 1.039
20 C -2.18 -1.85 -2.44  C21 1.510, H24 1.098, H25 1.161, H26 1.059
21 C -1.08 -2.73 -1.90  C20 1.510, C22 1.576, C23 1.538, H27 1.158
22 C -0.69 -3.96 -2.80  C21 1.576, H28 1.185, H29 1.135, H30 1.076
23 C 0.30 -2.08 -1.67  C21 1.538, H31 1.078, H32 1.141, H33 1.061
24 H -2.00 -1.52 -3.47  C20 1.098
25 H -2.34 -0.85 -1.88  C20 1.161
26 H -3.11 -2.34 -2.32  C20 1.059
27 H -1.38 -3.34 -0.97  C21 1.158
28 H -0.25 -3.63 -3.86  C22 1.185
29 H -0.05 -4.78 -2.34  C22 1.135
30 H -1.49 -4.50 -3.26  C22 1.076
31 H 0.25 -1.33 -0.89  C23 1.078
32 H 1.06 -2.85 -1.32  C23 1.141
33 H 0.50 -1.35 -2.41  C23 1.061

E_HOMO ... -0.3294 Ha
Relative energy (zero: lowest compared OMol25 entry of this formula, charge and spin) ... 317.36 kJ/mol
DFT total energy ... -14812.92227 eV
Gap between HOMO and LUMO ... 9.8 eV